{"formula": "C50H39N5OSe4W", "method": "wB97M-V/def2-TZVPD", "molar_mass_g_mol": 1225.6, "total_charge": 0, "spin_multiplicity": 3, "e_homo_ev": [-6.4, -6.4], "total_energy_ev": -325193.5786, "lumo_energy_ha": [-0.0563, -0.0577], "gap_ha": [0.1801, 0.1768], "species": ["W", "Se", "Se", "Se", "Se", "O", "N", "N", "N", "N", "N", "C", "C", "C", "C", "C", "C", "C", "C", "C", "C", "C", "C", "C", "C", "C", "C", "C", "C", "C", "C", "C", "C", "C", "C", "C", "C", "C", "C", "C", "C", "C", "C", "C", "C", "C", "C", "C", "C", "C", "C", "C", "C", "C", "C", "C", "C", "C", "C", "C", "C", "H", "H", "H", "H", "H", "H", "H", "H", "H", "H", "H", "H", "H", "H", "H", "H", "H", "H", "H", "H", "H", "H", "H", "H", "H", "H", "H", "H", "H", "H", "H", "H", "H", "H", "H", "H", "H", "H", "H"], "positions_angstrom": [[0.5132, 0.3312, -0.3536], [1.1301, 0.0337, -2.8748], [3.6143, -2.0717, -1.3352], [2.9817, -0.2697, -0.0132], [1.9345, -2.1021, -3.0455], [0.2954, -1.5205, -0.4294], [1.4804, 1.7442, 1.0841], [0.7454, -3.1176, 1.2890], [0.4556, 2.3118, -1.3739], [-0.5803, -0.0152, 1.5321], [-1.5403, 0.4138, -1.0211], [0.1412, 3.8271, -3.0913], [-0.3687, 2.6633, -2.4309], [-2.2509, -5.1274, -1.7981], [-2.0241, -1.1799, 2.8739], [-3.8523, -4.8755, 0.8952], [-1.0930, -3.6121, -0.3090], [-4.0393, 3.3928, -5.3109], [-1.5081, 2.2535, -5.3469], [1.7377, 1.4768, 2.4207], [-0.2600, 0.1860, 2.8615], [-0.8439, -5.0446, 0.1961], [-2.1463, -1.4746, 0.3660], [1.1779, 1.6549, 6.9587], [-1.1820, -0.5043, 3.6992], [2.5048, 3.3245, -0.4860], [-1.3319, -3.8949, -1.8046], [-0.6302, -5.1377, 1.7069], [-3.1779, -6.1036, 0.3706], [-2.1649, 2.4373, -4.1306], [1.2908, 4.1669, -2.4739], [2.3037, -0.4301, 6.5595], [-2.1153, 2.6353, -6.5346], [-1.5131, 2.0008, -2.8611], [-1.9345, -5.8941, -0.4825], [0.2572, -2.8965, -0.0620], [-3.4339, 3.0069, -4.1219], [1.9721, -0.3525, 5.2133], [3.7867, 5.4293, -0.0009], [-1.6169, -0.8865, 1.5396], [-2.3203, -2.9432, 0.3199], [0.8920, 0.8055, 3.2840], [3.6217, 4.2729, -0.7608], [3.3957, 2.8353, 1.7817], [-2.0318, 0.9095, -2.2077], [4.5058, 4.0174, -1.8051], [2.4726, 2.6284, 0.7109], [5.6994, 6.0495, -1.3230], [1.9062, 0.5725, 7.4337], [4.8189, 6.3137, -0.2815], [-2.2503, -0.7364, -0.7888], [-3.1717, -0.9863, -1.8568], [1.2447, 0.7314, 4.7329], [-3.4606, -3.5551, 0.8397], [0.8510, 1.7360, 5.6114], [-0.1109, -3.8024, 2.2562], [5.5412, 4.8995, -2.0828], [-3.0734, 0.0611, -2.7090], [-3.3814, 3.2078, -6.5184], [1.4822, 3.2322, -1.4048], [2.9298, 2.1371, 2.8423], [-3.8540, 3.5079, -7.4452], [1.1822, -2.2821, 1.6536], [-3.6384, 0.2449, -3.6090], [2.2773, -1.1346, 4.5270], [-3.2991, -4.8186, -1.8018], [-5.0257, 3.8396, -5.2927], [-2.9487, -6.7641, 1.2158], [0.1059, -5.3242, -0.2734], [-1.1758, -0.4832, 4.7780], [-4.1825, -2.8560, 1.2554], [3.3399, 2.0822, 3.8388], [6.2263, 4.6850, -2.8932], [-3.9144, -6.6587, -0.2232], [-1.5582, -5.3732, 2.2301], [0.4913, -3.9790, 3.1490], [-0.5255, 1.7959, -5.3504], [0.8636, 2.4381, 7.6370], [-3.8511, -1.8245, -1.8983], [4.2710, 3.4614, 1.7257], [0.0747, -5.9440, 1.9208], [-0.3669, -4.1282, -2.2599], [-2.0984, -5.7487, -2.6809], [-1.7419, -3.0502, -2.3526], [3.0939, 5.6379, 0.8060], [2.1649, 0.5109, 8.4832], [2.8707, -1.2768, 6.9252], [4.9332, 7.2121, 0.3116], [4.3820, 3.1146, -2.3930], [-4.8057, -5.0583, 1.3809], [6.5053, 6.7389, -1.5412], [0.9465, -3.3706, -0.7587], [1.9344, 5.0053, -2.6855], [-0.9676, -3.2056, 2.5722], [-3.9459, 3.1510, -3.1773], [-0.3396, 4.3281, -3.9162], [0.2831, 2.5787, 5.2337], [-2.8517, -1.8162, 3.1473], [-1.5303, -6.8820, -0.7127], [-1.5999, 2.4810, -7.4746]], "lowdin_spin": [0.794, 0.023, 0.022, 0.104, 0.003, 0.020, 0.001, 0.000, 0.003, 0.009, 0.003, 0.001, -0.003, 0.001, 0.007, 0.345, 0.033, 0.000, 0.000, 0.011, 0.014, 0.004, 0.035, 0.000, 0.002, -0.001, 0.028, 0.001, 0.055, 0.000, -0.001, 0.000, 0.000, 0.002, 0.001, 0.010, 0.000, 0.000, 0.000, 0.014, 0.348, -0.009, 0.000, 0.007, -0.001, 0.000, 0.004, 0.000, 0.000, 0.000, 0.017, 0.001, -0.001, 0.024, 0.000, 0.007, 0.000, 0.006, 0.000, 0.005, 0.000, 0.000, 0.000, 0.000, 0.000, 0.001, 0.000, 0.016, 0.000, 0.000, -0.006, 0.000, 0.000, 0.013, 0.002, 0.001, 0.000, 0.000, 0.001, 0.000, 0.000, 0.004, 0.000, 0.001, 0.000, 0.000, 0.000, 0.000, 0.000, 0.018, 0.000, 0.001, 0.000, 0.003, 0.000, 0.000, 0.000, 0.000, 0.000, 0.000]}



{"formula": "C50H39O2P2RhS", "method": "wB97M-V/def2-TZVPD", "molar_mass_g_mol": 868.8, "total_charge": 2, "spin_multiplicity": 5, "e_homo_ev": [-10.4, -13.2], "total_energy_ev": -88983.5585, "lumo_energy_ha": [-0.1923, -0.2857], "gap_ha": [0.1897, 0.2005], "species": ["Rh", "S", "P", "P", "O", "O", "C", "C", "C", "C", "C", "C", "C", "C", "C", "C", "C", "C", "C", "C", "C", "C", "C", "C", "C", "C", "C", "C", "C", "C", "C", "C", "C", "C", "C", "C", "C", "C", "C", "C", "C", "C", "C", "C", "C", "C", "C", "C", "C", "C", "C", "C", "C", "C", "C", "C", "H", "H", "H", "H", "H", "H", "H", "H", "H", "H", "H", "H", "H", "H", "H", "H", "H", "H", "H", "H", "H", "H", "H", "H", "H", "H", "H", "H", "H", "H", "H", "H", "H", "H", "H", "H", "H", "H", "H"], "positions_angstrom": [[-0.3785, -0.0485, 0.5960], [1.8073, -0.2932, 0.2238], [-0.6597, -2.0080, -0.7230], [-0.1385, 1.9462, 1.7689], [2.1483, -0.5342, -1.1783], [-3.1010, 0.4937, 0.6932], [-2.6828, -0.9241, 2.6234], [1.5277, 3.6573, 3.1065], [2.1182, -5.4278, 0.5829], [-1.0964, 2.0404, 3.2986], [2.6755, 4.2875, 3.4463], [-3.4093, -2.3724, -0.8278], [-2.4184, 2.4837, 3.2929], [-1.1392, 4.4708, 0.9613], [5.1934, 2.3535, 1.6711], [2.1326, -1.7599, 1.1541], [-0.8782, 2.7731, -0.7264], [4.3082, 0.5437, 0.3798], [3.0015, -6.3935, 1.3301], [-1.6831, 4.9435, -1.3350], [-0.7819, 3.1703, 0.6065], [1.2322, -5.6119, -0.4445], [-1.0050, -1.1470, -5.2165], [3.2502, -4.1188, 2.1399], [-1.4081, -2.5892, -3.3379], [3.9099, 3.7930, 2.9274], [2.7214, 1.9722, 1.7034], [-2.2439, -3.8989, 0.6257], [3.7351, -5.5234, 2.3873], [3.5727, -2.9321, 2.7425], [6.1801, 3.3152, 2.2669], [5.3860, 1.2588, 0.7782], [-0.3997, -0.2211, -4.3809], [-2.3870, -0.1458, 1.3764], [0.6304, -3.2249, -0.3627], [-2.6225, 1.8941, 5.6167], [-1.3057, 1.4499, 5.6247], [1.6477, -2.9912, 0.6054], [-0.5433, 1.5195, 4.4692], [-1.5882, 5.3509, -0.0099], [1.5108, 2.4965, 2.2257], [-0.2914, -0.4793, -3.0228], [-3.1760, 2.4118, 4.4539], [2.9725, 0.8723, 0.8563], [3.9080, 2.6795, 2.0904], [-3.4566, -4.4525, 1.0122], [0.4796, -4.5025, -0.8721], [-2.2103, -2.8569, -0.3021], [-0.7900, -1.6660, -2.4920], [-1.3292, 3.6519, -1.6975], [-4.6443, -3.9679, 0.4826], [3.0332, -1.7510, 2.2007], [-1.5077, -2.3327, -4.6939], [2.3095, -4.1284, 1.0897], [5.3130, 4.2891, 3.1070], [-4.6183, -2.9271, -0.4377], [-1.9866, -3.0525, -5.3436], [-1.3263, -4.2924, 1.0449], [0.4858, 1.1784, 4.4836], [-1.0788, 4.7981, 1.9910], [-0.5890, 1.7643, -1.0341], [4.2746, -2.8729, 3.5630], [-1.8360, -3.5012, -2.9392], [3.7004, -6.8797, 0.6490], [3.5047, -5.8357, 3.4066], [-5.5878, -4.4068, 0.7776], [-0.2927, -4.6800, -1.6111], [-2.0357, 5.6362, -2.0871], [6.9173, 2.7952, 2.8838], [5.4109, 5.3221, 2.7625], [6.7460, 3.8368, 1.4915], [-2.8592, 2.8866, 2.3895], [-3.2141, 1.8434, 6.5206], [3.3837, -0.8038, 2.5892], [-1.0904, -0.9451, -6.2755], [-3.4720, -5.2696, 1.7210], [-2.0786, -0.5118, 3.4328], [-3.4027, -1.5676, -1.5535], [0.5855, 4.0108, 3.5003], [-5.5406, -2.5527, -0.8610], [2.6561, 5.1514, 4.0981], [-2.3947, -1.9604, 2.4508], [-0.8725, 1.0560, 6.5341], [-1.4041, 3.3313, -2.7276], [2.4104, -7.1852, 1.7909], [1.0639, -6.5805, -0.8953], [0.2251, 0.2318, -2.3894], [-0.0015, 0.6989, -4.7867], [-4.1973, 2.7681, 4.4502], [-3.7450, -0.8486, 2.8509], [6.3729, 1.0043, 0.4143], [-1.8660, 6.3586, 0.2673], [5.6052, 4.2943, 4.1601], [4.8190, -5.5773, 2.2817], [4.4123, -0.2774, -0.3143]], "lowdin_spin": [0.979, 0.097, 0.010, 0.048, 0.074, 0.394, 0.090, 0.154, 0.001, 0.011, 0.142, 0.003, 0.003, 0.005, 0.262, 0.028, 0.025, 0.157, 0.000, 0.005, 0.018, 0.000, 0.001, 0.008, 0.000, 0.283, 0.000, 0.002, 0.001, 0.002, 0.033, 0.128, 0.000, 0.258, 0.002, 0.002, 0.000, 0.007, 0.007, 0.000, 0.305, 0.002, 0.001, 0.283, 0.002, 0.000, 0.001, 0.006, 0.001, 0.003, 0.002, 0.014, 0.000, 0.001, 0.037, 0.000, 0.000, 0.000, 0.003, 0.001, 0.013, 0.000, 0.000, 0.000, 0.000, 0.000, 0.000, 0.000, 0.014, 0.016, 0.014, 0.000, 0.000, 0.002, 0.000, 0.000, 0.000, 0.000, 0.005, 0.000, 0.003, 0.000, 0.000, 0.000, 0.000, 0.000, 0.001, 0.000, 0.000, 0.009, 0.002, 0.000, 0.015, 0.000, 0.006]}